Entry 1:
{
  "formula": "CH9N5",
  "method": "the ωB97M-V functional and the def2-TZVPD basis",
  "elements": ["N", "N", "C", "N", "N", "N", "H", "H", "H", "H", "H", "H", "H", "H", "H"],
  "xyz": [[-2.207, 0.690, -0.353], [-1.170, -0.310, -0.529], [0.538, -0.198, 0.072], [0.121, 0.567, 1.141], [0.846, -1.511, 0.349], [1.398, 0.442, -0.810], [-2.403, 0.768, 0.646], [-1.927, 1.621, -0.669], [-1.048, -0.426, -1.533], [-0.601, 0.022, 1.603], [1.114, 0.293, 1.590], [0.144, -2.059, -0.157], [1.765, -1.738, -0.009], [2.334, 0.438, -0.424], [1.098, 1.403, -0.918]],
  "atomic_forces_ev_per_a": [[1.40, -0.32, 0.17], [1.42, -0.77, -0.85], [-6.14, 1.02, -2.78], [4.40, 0.47, 3.21], [0.24, -1.93, -0.34], [0.55, 0.53, -0.86], [0.04, -0.10, -0.40], [0.13, -0.16, 0.11], [-0.31, 0.02, 0.01], [0.38, -0.07, 0.48], [-2.87, 1.70, 1.15], [0.28, -0.28, 0.42], [-0.03, -0.26, -0.19], [0.33, 0.08, -0.18], [0.18, 0.07, 0.04]],
  "e_homo_ev": -8.09,
  "total_charge": 0
}



Entry 2:
{
  "formula": "C4H11N2O",
  "method": "the ωB97M-V functional and the def2-TZVPD basis",
  "elements": ["N", "C", "C", "N", "C", "C", "O", "H", "H", "H", "H", "H", "H", "H", "H", "H", "H", "H"],
  "xyz": [[-1.576, -1.718, 0.396], [-1.719, -0.510, 1.281], [-0.823, 0.650, 0.796], [0.555, 0.269, 0.537], [0.965, 0.023, -0.876], [1.966, 1.030, -1.501], [1.625, 1.325, -2.765], [-1.012, -1.407, -0.394], [-0.980, -2.361, 0.861], [-2.752, -0.198, 1.160], [-1.394, -0.743, 2.286], [-0.837, 1.385, 1.623], [-1.248, 1.237, -0.012], [0.729, -0.482, 1.192], [0.043, 0.088, -1.455], [1.379, -0.990, -0.927], [2.100, 1.871, -0.769], [2.980, 0.532, -1.433]],
  "atomic_forces_ev_per_a": [[-0.25, 1.13, 0.07], [0.48, -0.19, -2.15], [0.25, 0.67, 1.03], [-0.25, 0.23, 0.36], [-0.44, -0.07, 1.10], [0.40, -0.31, -0.37], [0.03, 0.28, 0.07], [-0.22, -0.21, -0.08], [0.53, -0.80, 0.43], [-0.24, 0.12, 0.82], [-0.47, -0.18, 0.42], [0.02, -0.07, -0.02], [-0.02, -0.38, -0.58], [0.58, -0.17, -0.36], [0.15, -0.06, -0.50], [-0.12, -0.08, -0.22], [-0.44, 0.17, -0.09], [0.00, -0.09, 0.08]],
  "e_homo_ev": -2.12,
  "total_charge": -1
}



Entry 3:
{
  "formula": "C11H21N2",
  "method": "the ωB97M-V functional and the def2-TZVPD basis",
  "elements": ["C", "C", "C", "C", "C", "C", "C", "C", "C", "C", "C", "N", "N", "H", "H", "H", "H", "H", "H", "H", "H", "H", "H", "H", "H", "H", "H", "H", "H", "H", "H", "H", "H", "H"],
  "xyz": [[2.796, -0.881, -0.506], [1.790, -1.730, -0.632], [-1.369, 0.328, 2.306], [1.222, 0.841, 0.348], [2.690, 0.440, 0.193], [0.410, -1.502, -0.079], [0.407, -0.328, 0.913], [3.468, 1.519, -0.561], [-0.115, -2.779, 0.578], [-2.895, 1.699, -0.600], [-2.349, 0.415, -1.041], [-3.019, -0.689, -0.971], [-0.939, 0.128, 1.147], [3.766, -1.120, -0.915], [1.919, -2.665, -1.157], [-2.371, 0.705, 2.444], [-0.782, 0.151, 3.208], [1.136, 1.701, 1.014], [0.823, 1.126, -0.629], [3.140, 0.336, 1.189], [-0.248, -1.247, -0.920], [0.874, -0.658, 1.853], [3.398, 2.473, -0.042], [3.074, 1.642, -1.569], [4.517, 1.245, -0.634], [0.599, -3.144, 1.312], [-0.259, -3.559, -0.166], [-1.062, -2.594, 1.084], [-3.248, 2.247, -1.482], [-3.728, 1.585, 0.091], [-2.118, 2.316, -0.151], [-1.397, 0.415, -1.554], [-3.918, -0.716, -0.502], [-2.647, -1.568, -1.311]],
  "atomic_forces_ev_per_a": [[0.08, 0.08, 0.14], [-0.22, -0.01, -0.11], [0.13, -0.03, 0.38], [0.21, -0.31, 0.38], [-0.13, 0.29, -0.13], [0.10, -0.05, 0.42], [0.51, 0.05, -0.18], [-0.09, -0.16, 0.19], [-0.03, 0.24, -0.16], [-0.20, 0.42, 0.08], [-0.07, -0.33, 0.40], [0.05, 0.33, -0.16], [-0.44, 0.09, -0.79], [0.14, -0.15, -0.09], [0.14, -0.13, -0.10], [-0.31, 0.12, 0.06], [0.11, -0.07, 0.03], [-0.03, 0.05, -0.04], [-0.04, 0.06, -0.11], [-0.06, 0.02, -0.01], [-0.02, 0.04, 0.00], [0.00, -0.02, -0.04], [0.03, 0.11, 0.01], [-0.02, 0.02, -0.11], [0.14, 0.03, -0.05], [0.05, -0.04, 0.10], [-0.02, -0.15, -0.03], [-0.12, -0.07, 0.05], [-0.01, -0.09, -0.04], [-0.03, -0.01, 0.01], [0.01, -0.14, -0.01], [0.01, -0.22, -0.03], [0.11, -0.02, -0.07], [0.04, 0.09, 0.02]],
  "e_homo_ev": -12.18,
  "total_charge": 1
}



Entry 4:
{
  "formula": "C6H18O3",
  "method": "the ωB97M-V functional and the def2-TZVPD basis",
  "elements": ["C", "C", "O", "H", "H", "H", "H", "H", "H", "C", "C", "O", "H", "H", "H", "H", "H", "H", "C", "C", "O", "H", "H", "H", "H", "H", "H"],
  "xyz": [[31.514, 2.735, 24.987], [32.325, 1.938, 25.968], [32.987, 2.871, 26.831], [30.880, 2.105, 24.362], [32.155, 3.345, 24.351], [30.843, 3.428, 25.507], [33.056, 1.322, 25.435], [31.686, 1.282, 26.564], [33.704, 2.430, 27.295], [31.065, 4.564, 31.501], [32.122, 4.675, 32.606], [32.043, 5.885, 33.351], [30.801, 3.518, 31.354], [31.383, 4.979, 30.543], [30.177, 5.115, 31.815], [33.131, 4.523, 32.208], [31.960, 3.866, 33.321], [32.288, 6.625, 32.789], [30.051, 0.591, 29.695], [29.940, 1.878, 28.903], [29.403, 1.565, 27.603], [29.069, 0.176, 29.899], [30.541, 0.808, 30.650], [30.699, -0.100, 29.159], [30.917, 2.352, 28.767], [29.281, 2.591, 29.408], [29.524, 2.349, 27.061]],
  "atomic_forces_ev_per_a": [[-0.43, 0.35, -0.11], [0.19, -0.06, 0.25], [0.01, 0.05, -0.07], [0.15, -0.11, -0.02], [0.03, -0.06, -0.04], [0.11, -0.05, 0.07], [0.01, 0.00, 0.02], [-0.02, -0.05, -0.09], [-0.04, -0.07, -0.01], [0.13, 0.21, 0.19], [-0.09, -0.21, -0.18], [0.01, -0.13, 0.03], [-0.05, 0.00, -0.11], [0.12, 0.00, 0.06], [-0.07, -0.16, 0.04], [-0.03, 0.09, -0.05], [-0.03, 0.19, 0.12], [0.03, 0.00, -0.11], [0.45, 0.63, 0.12], [-0.20, -0.11, -0.44], [0.09, 0.05, 0.41], [-0.02, -0.23, -0.12], [-0.12, -0.05, -0.01], [-0.21, -0.24, -0.03], [0.07, -0.04, 0.16], [0.02, 0.00, 0.05], [-0.10, 0.01, -0.13]],
  "e_homo_ev": -10.14,
  "total_charge": 0
}



Entry 5:
{
  "formula": "C5H8N4O2S",
  "method": "the ωB97M-V functional and the def2-TZVPD basis",
  "elements": ["C", "C", "C", "C", "C", "N", "N", "N", "N", "O", "O", "S", "H", "H", "H", "H", "H", "H", "H", "H"],
  "xyz": [[2.310, -0.143, -0.465], [3.234, 0.893, -0.122], [1.190, 0.472, -0.261], [-1.314, -1.578, 0.558], [-1.017, -1.251, -0.931], [2.641, 1.972, 0.322], [1.302, 1.721, 0.241], [-1.519, -0.319, 1.212], [-0.793, 0.147, -1.030], [-1.378, 2.211, 0.341], [-3.275, 0.744, -0.474], [-1.873, 0.885, -0.074], [2.353, -1.184, -0.681], [4.209, 0.810, 0.114], [-2.188, -2.253, 0.751], [-0.445, -2.027, 1.022], [-0.154, -1.817, -1.193], [-1.810, -1.454, -1.699], [0.551, 2.300, 0.208], [-2.025, -0.129, 2.161]],
  "atomic_forces_ev_per_a": [[1.81, -1.47, -0.64], [-2.65, -0.58, 0.66], [-6.61, 2.63, -0.18], [-1.49, -0.98, 1.01], [-1.36, -0.76, -0.15], [-1.09, 1.05, 0.07], [3.10, -3.71, -1.26], [-1.60, 3.79, 0.92], [4.04, 1.42, -0.26], [-1.02, -2.11, -0.95], [2.40, 0.27, -0.11], [-0.41, 0.05, 3.88], [0.76, -0.37, -0.44], [3.29, -0.39, 0.08], [0.71, 0.28, -0.66], [0.33, -0.37, -0.07], [0.68, -0.18, -0.62], [0.32, -0.33, 1.07], [-2.25, 2.81, 0.38], [1.04, -1.05, -2.71]],
  "e_homo_ev": [-9.53, -9.53],
  "total_charge": 0
}



Entry 6:
{
  "formula": "C17H23N2NiO8P2Se",
  "method": "the ωB97M-V functional and the def2-TZVPD basis",
  "elements": ["Ni", "C", "C", "O", "N", "C", "C", "C", "C", "C", "C", "N", "H", "H", "H", "H", "H", "H", "H", "H", "H", "H", "O", "P", "O", "O", "O", "P", "O", "O", "O", "H", "H", "C", "C", "C", "C", "C", "C", "Se", "C", "C", "C", "H", "H", "H", "H", "H", "H", "H", "H", "H", "H", "H"],
  "xyz": [[-0.390, -2.030, -0.073], [-3.572, 0.813, 0.651], [-2.923, -0.331, -0.086], [-1.717, -0.362, -0.260], [-3.765, -1.285, -0.564], [-3.280, -2.506, -1.184], [-2.860, -3.562, -0.187], [-3.191, -4.897, -0.360], [-2.728, -5.822, 0.561], [-1.957, -5.384, 1.624], [-1.669, -4.033, 1.714], [-2.110, -3.135, 0.834], [-2.791, 1.503, 0.958], [-4.092, 0.441, 1.536], [-4.297, 1.325, 0.016], [-4.700, -1.287, -0.192], [-2.416, -2.261, -1.809], [-4.064, -2.898, -1.833], [-3.784, -5.202, -1.212], [-2.959, -6.874, 0.444], [-1.555, -6.072, 2.354], [-1.037, -3.649, 2.504], [1.131, -0.030, -1.467], [2.141, -0.926, -0.561], [3.494, -0.337, -0.556], [1.396, -1.208, 0.725], [2.206, -2.335, -1.414], [0.996, -3.421, -1.528], [1.738, -4.564, -2.398], [-0.155, -2.845, -2.306], [0.678, -3.983, -0.175], [1.455, 0.005, -2.373], [1.825, -4.263, -3.308], [3.414, 6.280, -0.598], [2.759, 5.047, -0.035], [3.373, 4.303, 0.963], [2.778, 3.167, 1.499], [3.514, 2.374, 2.540], [1.507, 2.778, 1.037], [0.611, 1.331, 1.821], [0.898, 3.489, -0.020], [-0.414, 3.063, -0.618], [1.530, 4.617, -0.523], [4.383, 6.460, -0.133], [2.793, 7.164, -0.437], [3.570, 6.186, -1.675], [4.350, 4.604, 1.325], [4.524, 2.766, 2.664], [3.572, 1.324, 2.252], [3.001, 2.408, 3.503], [-0.506, 1.978, -0.659], [-0.509, 3.469, -1.627], [-1.252, 3.439, -0.023], [1.058, 5.167, -1.332]],
  "atomic_forces_ev_per_a": [[-0.26, -0.08, 0.81], [-0.03, 0.00, -0.01], [0.02, -0.02, -0.10], [0.15, -0.01, -0.05], [0.02, -0.01, 0.16], [0.00, 0.00, -0.08], [0.00, -0.03, -0.03], [0.01, 0.02, 0.02], [0.01, -0.03, 0.01], [0.00, 0.03, -0.02], [0.02, -0.03, 0.03], [0.03, 0.00, -0.11], [0.01, 0.00, 0.01], [0.00, 0.00, 0.01], [0.00, 0.00, 0.00], [-0.01, 0.00, -0.03], [0.01, -0.02, 0.02], [0.01, 0.01, -0.01], [0.00, 0.00, 0.00], [0.00, 0.00, 0.00], [-0.01, -0.01, 0.00], [0.01, 0.01, -0.02], [-0.07, 0.00, -0.02], [0.41, -0.26, 0.10], [-0.04, -0.07, 0.04], [-0.32, 0.30, -0.42], [-0.10, 0.07, -0.14], [0.16, -0.04, 0.00], [0.02, 0.00, 0.02], [0.07, 0.05, -0.11], [-0.08, 0.14, -0.13], [0.00, 0.04, 0.00], [-0.02, 0.00, 0.00], [0.01, 0.02, -0.02], [0.02, 0.02, 0.01], [-0.04, -0.03, -0.02], [0.04, 0.02, 0.00], [0.00, -0.03, 0.04], [-0.04, 0.04, -0.18], [-0.10, -0.11, 0.29], [0.05, 0.02, 0.01], [-0.05, 0.00, 0.00], [0.01, -0.04, -0.02], [0.00, -0.01, 0.01], [0.00, 0.00, 0.00], [0.00, -0.01, 0.00], [0.01, 0.00, 0.00], [0.00, -0.01, 0.01], [0.02, 0.01, -0.05], [-0.01, 0.01, -0.01], [0.06, 0.00, -0.03], [-0.02, 0.02, 0.01], [0.01, -0.01, 0.02], [0.00, 0.01, 0.00]],
  "multiplicity": 3,
  "e_homo_ev": [-4.31, -3.44],
  "s2": 2.02,
  "total_charge": -1
}



Entry 7:
{
  "formula": "C7H17O4",
  "method": "the ωB97M-V functional and the def2-TZVPD basis",
  "elements": ["C", "O", "H", "H", "H", "C", "H", "H", "H", "O", "C", "C", "O", "C", "C", "O", "C", "H", "H", "H", "H", "H", "H", "H", "H", "H", "H", "H"],
  "xyz": [[4.057, 0.930, 2.627], [3.120, 0.010, 3.038], [3.605, 1.932, 2.509], [4.812, 0.998, 3.435], [4.551, 0.634, 1.686], [1.519, -0.432, 1.792], [1.254, 0.640, 1.845], [1.253, -1.173, 2.564], [2.255, -0.757, 1.041], [0.121, -0.876, 0.734], [-1.154, -0.681, 1.219], [-2.191, -1.300, 0.264], [-2.364, -0.548, -0.901], [-1.667, -1.017, -2.036], [-1.621, 0.063, -3.103], [-0.542, 0.960, -2.990], [-0.594, 1.838, -1.890], [-1.381, 0.395, 1.331], [-1.281, -1.185, 2.197], [-1.902, -2.339, 0.032], [-3.150, -1.315, 0.801], [-2.177, -1.910, -2.440], [-0.637, -1.306, -1.762], [-1.509, -0.416, -4.085], [-2.582, 0.611, -3.100], [0.174, 2.606, -2.051], [-1.583, 2.323, -1.816], [-0.385, 1.315, -0.942]],
  "atomic_forces_ev_per_a": [[-0.23, 0.25, -0.45], [0.98, 0.26, 0.86], [0.22, -0.20, 0.15], [-0.21, -0.06, -0.19], [0.05, 0.04, 0.29], [-4.03, -1.47, -2.82], [0.55, -0.80, 0.47], [0.51, 0.99, -0.22], [-0.34, 0.38, 0.70], [2.68, 0.29, 0.28], [-0.27, -0.01, 0.57], [0.33, -0.10, 0.64], [-0.19, 0.41, -0.28], [0.36, -0.30, -0.05], [-0.26, -0.09, -0.08], [0.16, 0.00, -0.22], [-0.06, 0.12, 0.37], [-0.15, -0.19, 0.09], [-0.13, 0.20, -0.04], [-0.06, 0.21, 0.08], [0.12, -0.02, -0.14], [0.07, 0.16, 0.05], [-0.25, 0.11, -0.11], [0.02, 0.13, 0.22], [0.18, -0.12, 0.03], [-0.21, -0.21, 0.00], [0.23, -0.10, 0.00], [-0.09, 0.12, -0.23]],
  "multiplicity": 2,
  "e_homo_ev": [-9.02, -8.99],
  "s2": 0.77,
  "total_charge": 0
}



Entry 8:
{
  "formula": "C6H12O",
  "method": "the ωB97M-V functional and the def2-TZVPD basis",
  "elements": ["C", "O", "C", "C", "C", "C", "C", "H", "H", "H", "H", "H", "H", "H", "H", "H", "H", "H", "H"],
  "xyz": [[2.837, 0.614, -0.044], [2.095, 0.860, 1.162], [1.750, -0.197, 1.839], [-0.870, -0.398, -0.131], [-0.965, 1.110, -0.137], [-1.367, -1.191, -1.306], [-2.115, -1.226, -0.001], [2.201, 0.891, -0.888], [3.101, -0.445, -0.084], [3.725, 1.250, -0.019], [0.013, -0.804, 0.366], [1.180, 0.252, 2.690], [-0.114, 1.569, -0.656], [-0.989, 1.514, 0.883], [-1.879, 1.438, -0.647], [-0.813, -2.077, -1.605], [-1.818, -0.646, -2.132], [-2.073, -2.134, 0.593], [-3.066, -0.700, 0.051]],
  "atomic_forces_ev_per_a": [[0.13, 0.00, -0.23], [-0.11, -0.38, 0.25], [0.05, 0.49, 0.03], [0.10, 0.05, 0.07], [-0.03, 0.05, -0.03], [0.05, -0.04, -0.20], [-0.14, -0.06, 0.14], [0.11, -0.04, 0.12], [-0.03, 0.16, 0.00], [-0.14, -0.10, -0.01], [-0.20, 0.03, -0.12], [0.06, -0.11, -0.11], [-0.15, -0.08, 0.08], [0.01, -0.07, -0.15], [0.14, -0.07, 0.07], [-0.10, 0.15, 0.07], [0.08, -0.06, 0.15], [0.00, 0.15, -0.11], [0.17, -0.07, -0.02]],
  "e_homo_ev": -8.72,
  "total_charge": 0
}



These records have energy relative to the best compared isomer or geometry (same formula, charge and spin) values of 1.381 1.892 0.000 0.837 6.436 0.000 2.022 4.438 eV, in the order they appear.